Molecular formula: C42H40IrN2O6P2
Method: DFT, wB97M-V/def2-TZVPD

Each line ends with the Löwdin charge.
Atoms and positions in Å:
Ir -0.76523 1.11279 -1.84253  1.123
C 0.58214 1.24218 -3.31965  -0.320
C 0.38702 2.57119 -2.72191  -0.288
C -0.58221 3.59057 -3.14258  -0.168
C -1.92612 2.97889 -3.62989  -0.148
C -2.37382 1.69927 -2.99195  -0.262
C -2.05820 0.38823 -3.39192  -0.250
C -1.19179 -0.00999 -4.54496  -0.162
C 0.03143 0.94077 -4.66678  -0.174
C -1.38145 -1.73936 1.15573  -0.149
H 1.60047 0.83501 -3.14679  0.101
H 1.32432 2.91752 -2.22289  0.101
H -0.08454 4.16428 -3.93634  0.141
H -0.76771 4.29528 -2.30936  0.117
H -2.70215 3.70579 -3.38384  0.125
H -1.89096 2.82721 -4.71018  0.119
H -3.27367 1.76425 -2.35859  0.113
H -2.83954 -0.37546 -3.17262  0.099
H -1.76266 -0.06457 -5.49227  0.136
H -0.79791 -1.03105 -4.39004  0.112
H 0.84038 0.45165 -5.22696  0.127
H -0.21032 1.88721 -5.18974  0.117
H -0.49052 -2.15117 0.63585  0.034
H -1.99018 -2.61318 1.43402  0.101
H -1.08428 -1.23778 2.06698  0.068
P 0.70674 1.63068 -0.06208  1.049
P -2.35278 -0.75091 0.01439  1.042
C -1.19112 2.05569 -0.04567  -0.349
C -2.21128 1.08145 -0.10035  -0.371
C 1.15844 2.89595 1.06844  -0.366
C 0.87336 4.27141 0.96869  -0.064
C 1.53128 5.14269 1.83382  -0.049
C 2.41161 4.64560 2.80892  -0.033
C 2.62343 3.26494 2.95452  -0.041
C 1.99399 2.39451 2.08887  -0.081
C 2.28154 1.14274 -0.79698  -0.384
C 2.35130 -0.17419 -1.26994  -0.167
C 3.46331 -0.57652 -1.95897  -0.060
C 4.46060 0.34964 -2.31939  -0.027
C 4.37039 1.66585 -1.85535  -0.036
C 3.29293 2.06618 -1.06664  -0.064
C -3.87131 -0.72396 0.91308  -0.360
C -3.85464 0.08338 2.06017  -0.086
C -4.88963 -0.05083 2.97174  -0.043
C -5.90063 -0.99485 2.74584  -0.035
C -5.89033 -1.78998 1.59829  -0.042
C -4.84161 -1.68824 0.69721  -0.071
C -2.44504 -1.96847 -1.42636  -0.285
C -1.23209 -2.62059 -1.77053  -0.104
C -1.17812 -3.63353 -2.71582  -0.052
C -2.34837 -3.95961 -3.41191  -0.036
C -3.54907 -3.29370 -3.14982  -0.035
C -3.58796 -2.28185 -2.18684  -0.117
H -1.39659 3.14937 -0.09789  0.097
H -3.17402 1.59039 -0.28847  0.102
H 0.18422 4.61957 0.20755  0.099
H 1.36149 6.21854 1.73922  0.121
H 2.95059 5.34705 3.45311  0.122
H 3.28700 2.87316 3.72906  0.122
H 2.15385 1.32137 2.15062  0.085
H 1.51686 -0.85696 -1.16411  0.082
H 3.60097 -1.63082 -2.22100  0.126
H 5.32997 0.05254 -2.93224  0.129
H 5.15691 2.39642 -2.07587  0.125
H 3.22086 3.07856 -0.65856  0.126
H -3.02633 0.77926 2.23154  0.115
H -4.90430 0.57065 3.86570  0.121
H -6.70719 -1.11519 3.46472  0.120
H -6.67729 -2.50995 1.39632  0.120
H -4.75736 -2.35529 -0.14696  0.086
H -0.28859 -2.37819 -1.27190  0.082
H -0.22534 -4.15699 -2.89374  0.128
H -2.30629 -4.74163 -4.17392  0.124
H -4.46526 -3.56911 -3.68545  0.129
H -4.50982 -1.71715 -2.07161  0.119
O 2.22749 -2.35123 0.48852  0.277
C 2.01236 -1.59603 1.46173  -0.470
O 1.32844 -0.50860 1.45718  -0.069
C 2.55980 -2.02207 2.82898  -0.080
C 2.13388 -1.37783 3.99929  0.067
C 2.62178 -1.79548 5.24838  -0.104
C 3.57289 -2.82032 5.36020  0.112
C 4.02645 -3.44665 4.19195  -0.119
C 3.52252 -3.04451 2.93317  0.077
N 4.99493 -4.48604 4.26729  -0.333
O 5.43208 -4.81428 5.38950  0.194
O 5.38405 -5.01721 3.20752  0.179
N 2.09673 -1.12043 6.42229  -0.302
O 1.24931 -0.20872 6.24503  0.060
O 2.48895 -1.46640 7.55456  0.103
H 1.41457 -0.56908 3.92950  0.124
H 3.95725 -3.10450 6.33183  0.136
H 3.88470 -3.54923 2.03883  0.127

The highest occupied orbital energy (alpha / beta) is -12.5 / -14.3 eV. For the energy relative to the best compared isomer or geometry (same formula, charge and spin), the calculation gives 0.000 eV. As for the charge: +2. As for the multiplicity: 6. The value obtained for the LUMO energy (alpha / beta) is -6.355 / -9.299 eV.

---

Molecular formula: C42H41BeBrO2P2
Method: DFT, wB97M-V/def2-TZVPD

Each line ends with the Löwdin charge.
Atoms and positions in Å:
Be -1.73059 1.80247 0.87572  0.136
C -2.39857 0.87080 -3.20212  -0.123
C -2.11270 -0.42971 -3.12405  -0.114
C -1.08930 -1.11989 -3.96148  -0.181
C 0.22072 -0.29154 -4.11270  -0.174
C 0.59454 0.48729 -2.89311  -0.117
C 0.25562 1.74793 -2.52155  -0.152
C -0.60050 2.63346 -3.38449  -0.162
C -1.77447 1.89796 -4.08756  -0.154
C 2.01663 -0.33944 2.20467  -0.183
H -3.26453 1.22861 -2.65862  0.085
H -2.75416 -1.10603 -2.55175  0.101
H -1.53273 -1.33603 -4.94892  0.116
H -0.86200 -2.10266 -3.52459  0.079
H 1.03411 -1.02024 -4.31448  0.114
H 0.15875 0.34301 -5.01337  0.101
H 1.32087 -0.03683 -2.27714  0.054
H 0.87141 2.22715 -1.75136  0.107
H 0.03316 3.11250 -4.14346  0.115
H -1.01495 3.45563 -2.78423  0.092
H -2.55255 2.63308 -4.35796  0.117
H -1.43747 1.44471 -5.02461  0.096
H 1.26327 0.44792 2.21154  0.021
H 2.81196 -0.12166 2.92266  0.069
H 1.55834 -1.29968 2.44121  0.057
P -1.04163 -1.28521 0.25371  1.047
P 2.70791 -0.48355 0.57560  0.946
C 0.38010 -1.57923 -0.77152  -0.413
C 1.72721 -1.54837 -0.46386  -0.356
C -2.13281 -2.71700 0.15053  -0.401
C -2.04809 -3.65430 -0.88342  -0.087
C -2.97075 -4.70321 -0.93498  -0.086
C -3.93555 -4.85401 0.06884  -0.093
C -3.99411 -3.92948 1.12127  -0.094
C -3.10764 -2.85861 1.16497  -0.123
C -2.22804 0.05355 -0.37954  -0.337
C -1.74661 1.38846 -0.69753  -0.295
C -2.61872 2.53179 -0.77323  -0.131
C -4.00200 2.29305 -0.73805  -0.098
C -4.47500 0.99395 -0.56124  -0.109
C -3.62505 -0.10652 -0.42397  -0.115
C 4.30473 -1.29556 0.66718  -0.306
C 4.31442 -2.67747 0.90244  -0.081
C 5.53477 -3.36975 0.92114  -0.071
C 6.73311 -2.67745 0.71393  -0.082
C 6.71917 -1.29943 0.49823  -0.075
C 5.50690 -0.59503 0.49899  -0.068
C 3.01210 1.15911 -0.08296  -0.315
C 2.70806 2.31857 0.64472  -0.073
C 3.00884 3.56995 0.11479  -0.074
C 3.57588 3.67647 -1.16138  -0.076
C 3.88905 2.52505 -1.88375  -0.077
C 3.61371 1.27237 -1.35019  -0.108
H 0.10159 -1.95790 -1.76875  0.033
H 2.35390 -2.29440 -0.97559  0.065
H -1.27290 -3.56017 -1.64399  0.087
H -2.93107 -5.41206 -1.75985  0.099
H -4.63041 -5.69654 0.03952  0.099
H -4.74091 -4.05073 1.90583  0.100
H -3.17349 -2.11457 1.96249  0.101
H -0.75318 1.43682 -1.15293  0.068
H -2.20998 3.52584 -1.00382  0.112
H -4.70334 3.11756 -0.89880  0.113
H -5.55591 0.82267 -0.55479  0.101
H -4.05820 -1.10708 -0.39062  0.103
H 3.37189 -3.21442 1.04943  0.110
H 5.53510 -4.44346 1.08627  0.104
H 7.67986 -3.22075 0.72416  0.106
H 7.64361 -0.76084 0.31975  0.103
H 5.50113 0.48257 0.34642  0.103
H 2.22783 2.25107 1.62328  0.098
H 2.79263 4.46851 0.69696  0.109
H 3.77034 4.66126 -1.58831  0.106
H 4.34219 2.60018 -2.87615  0.112
H 3.85882 0.37396 -1.91664  0.120
Br -2.43627 4.05921 4.42231  0.839
C -1.92881 2.36232 5.07622  -0.595
C -2.00581 2.04983 6.43028  -0.110
C -1.76038 0.73705 6.87523  -0.064
C -1.42759 -0.26196 5.94786  -0.069
C -1.36730 0.02732 4.58579  0.003
C -1.53219 1.35744 4.16374  -0.179
C -1.59080 1.65031 2.76354  -0.457
O -2.73677 1.60922 2.13154  0.065
O -0.57155 1.94890 1.96437  0.026
H -2.31186 2.81481 7.14406  0.104
H -1.90636 0.48450 7.92619  0.108
H -1.22859 -1.28331 6.29373  0.111
H -1.17005 -0.74007 3.84223  0.115

The highest occupied orbital energy (alpha / beta) is -5.3 / -4.4 eV. For the energy relative to the best compared isomer or geometry (same formula, charge and spin), the calculation gives 0.123 eV. The value obtained for the LUMO energy (alpha / beta) is 0.468 / 0.432 eV.

---

Molecular formula: C42H41BrO2P2V
Method: DFT, wB97M-V/def2-TZVPD

Each line ends with the Löwdin charge.
Atoms and positions in Å:
V -0.01750 0.22988 -1.29391  1.016
C -2.20272 0.06175 -0.27810  -0.088
C -2.12759 -0.19740 -1.63756  -0.174
C -2.23203 0.80811 -2.75017  -0.160
C -0.89443 1.45321 -3.15791  -0.174
C -0.17994 2.25074 -2.08880  -0.150
C -0.64025 2.54974 -0.82919  -0.092
C -2.04765 2.61160 -0.37152  -0.157
C -2.53734 1.34062 0.38254  -0.149
C 1.07015 -1.24610 -2.12615  -0.082
H -2.31678 -0.81788 0.36706  0.145
H -2.08486 -1.26217 -1.89949  0.121
H -2.97786 1.57987 -2.52556  0.128
H -2.60429 0.27098 -3.63877  0.126
H -0.19032 0.68199 -3.53910  0.110
H -1.06706 2.13335 -4.00389  0.162
H 0.84692 2.56675 -2.33548  0.152
H 0.08128 3.00020 -0.13922  0.107
H -2.73948 2.85184 -1.20116  0.125
H -2.15880 3.43222 0.35766  0.128
H -2.10894 1.34149 1.40378  0.071
H -3.62961 1.41731 0.53195  0.158
H 1.10798 -1.97440 -1.28095  0.062
H 2.06180 -0.76977 -2.23329  0.064
H 0.76047 -1.75393 -3.04249  0.024
P -0.17128 -1.83287 -8.25843  1.052
P 1.59750 0.58253 -8.63916  1.054
C -0.95635 -0.31956 -8.86531  -0.306
C -0.14558 0.76621 -9.05377  -0.323
C -0.68064 -3.07606 -9.52991  -0.385
C -1.75080 -2.85043 -10.41166  -0.094
C -2.06087 -3.78811 -11.40022  -0.062
C -1.29938 -4.95340 -11.52758  -0.057
C -0.23815 -5.19321 -10.64702  -0.064
C 0.06768 -4.26609 -9.64842  -0.096
C -1.17033 -2.27718 -6.79531  -0.352
C -0.86783 -1.55154 -5.62801  -0.102
C -1.52172 -1.86376 -4.45043  -0.133
C -2.52969 -2.83085 -4.40799  -0.048
C -2.85836 -3.51679 -5.58342  -0.044
C -2.15962 -3.26592 -6.76708  -0.050
C 2.35702 1.04281 -10.30123  -0.336
C 2.16908 0.17479 -11.40000  -0.095
C 2.76887 0.44720 -12.63468  -0.066
C 3.54517 1.60059 -12.79973  -0.058
C 3.69346 2.49742 -11.73642  -0.060
C 3.10164 2.21716 -10.49816  -0.082
C 1.91465 2.07317 -7.63303  -0.407
C 3.14986 2.13542 -6.96535  -0.110
C 3.43616 3.20341 -6.11651  -0.072
C 2.48944 4.21785 -5.92328  -0.074
C 1.27684 4.17942 -6.61857  -0.076
C 0.98430 3.10862 -7.46773  -0.089
H -2.03137 -0.32316 -9.07484  0.081
H -0.47014 1.72064 -9.49552  0.092
H -2.34757 -1.93875 -10.33554  0.092
H -2.89960 -3.59844 -12.07226  0.115
H -1.53707 -5.67347 -12.31111  0.116
H 0.34857 -6.10884 -10.74157  0.115
H 0.88474 -4.46058 -8.95213  0.106
H -0.12792 -0.74589 -5.65926  0.099
H -1.23329 -1.34503 -3.54141  0.025
H -3.04919 -3.03349 -3.47036  0.114
H -3.66174 -4.25188 -5.56893  0.120
H -2.39422 -3.83462 -7.66559  0.113
H 1.53784 -0.71442 -11.28603  0.101
H 2.63097 -0.23971 -13.47263  0.114
H 4.02817 1.80385 -13.75399  0.115
H 4.27146 3.41499 -11.86548  0.115
H 3.21764 2.92880 -9.68067  0.099
H 3.88667 1.34275 -7.11980  0.112
H 4.39677 3.24746 -5.60323  0.113
H 2.69664 5.03854 -5.22821  0.113
H 0.54968 4.98277 -6.49788  0.110
H 0.03415 3.08620 -7.99539  0.090
Br -0.30460 2.71913 2.78513  0.895
C 0.37295 1.16075 3.62822  -0.573
C 0.19507 1.04579 5.00754  -0.107
C 0.66250 -0.08010 5.68910  -0.046
C 1.34309 -1.06940 4.98194  -0.051
C 1.46772 -0.99772 3.59468  -0.007
C 0.97609 0.12160 2.91276  -0.167
C 0.85038 0.11978 1.40135  -0.591
O 0.18042 -0.85955 0.93345  -0.015
O 1.36550 1.02533 0.68148  -0.020
H -0.33611 1.83710 5.52576  0.105
H 0.47768 -0.16453 6.76151  0.122
H 1.74600 -1.93005 5.51588  0.118
H 1.92842 -1.79828 3.02385  0.127

The highest occupied orbital energy (alpha / beta) is -11.6 / -11.4 eV. As for the charge: +2. As for the multiplicity: 2. The value obtained for the LUMO energy (alpha / beta) is -9.695 / -9.501 eV.

---

no.,F_max (hartree/bohr)
1,0.1040
2,0.0724
3,0.0852